No. 1
Here is 2 unconnected molecules or ions with the total composition C4H7NO from OMol25. Energies are from ωB97M-V/def2-TZVPD.

Computed properties:
HOMO-LUMO gap, eV: 10.1975
Energy, Ha: -286.51833
Spin multiplicity: 1
Energy relative to the best compared isomer or geometry (same formula, charge and spin), kJ/mol: 297.5

Structure (XYZ):
```
13
Properties=species:S:1:pos:R:3:forces:R:3:mulliken_charge:R:1
O 2.12049 1.14621 -1.54056 -0.50 0.11 1.21 -0.430
N -0.11670 0.71624 -2.19044 1.13 0.49 1.31 -0.558
C 0.96936 0.94409 -1.66381 -0.02 -0.08 -3.85 0.691
C -0.21709 -0.25908 0.59807 2.55 1.15 -1.14 0.287
C 0.36272 -0.52170 1.93667 -0.36 -0.15 0.32 -0.999
C -1.34491 -0.46670 -0.00802 -0.35 0.98 -2.63 -0.558
H -2.24043 -0.87440 0.43440 -0.08 -0.15 -0.06 0.335
H -0.42458 0.86076 -3.12939 0.25 0.24 -0.21 0.184
H 0.56702 0.26190 -0.13850 -1.29 -1.15 2.04 -0.167
H 1.22060 -1.19195 1.86551 0.00 0.02 -0.01 0.257
H 0.70071 0.40551 2.40180 0.02 -0.02 0.01 0.260
H -1.21136 -0.03668 -1.14778 -1.41 -1.45 2.91 0.379
H -0.38582 -0.98421 2.58204 0.08 0.00 0.09 0.320
```
Positions in Å, forces in eV/Å.



No. 2
Here is 2 unconnected molecules or ions with the total composition C4H7NO from OMol25. Energies are from ωB97M-V/def2-TZVPD.

Computed properties:
HOMO-LUMO gap, eV: 10.0550
Energy, Ha: -286.55506
Spin multiplicity: 1
Energy relative to the best compared isomer or geometry (same formula, charge and spin), kJ/mol: 201.1

Structure (XYZ):
```
13
Properties=species:S:1:pos:R:3:forces:R:3:mulliken_charge:R:1
O 0.51573 2.15950 0.84510 0.68 -0.54 -0.57 -0.383
N 0.17617 -1.57710 0.11488 -0.32 0.06 0.28 -0.521
C -0.89224 -1.04708 0.55498 0.10 -0.05 -0.11 0.072
C 1.27740 1.55864 0.18982 -0.43 0.36 0.38 0.739
C 2.11367 0.86871 -0.54714 -0.07 0.06 0.06 -0.946
C -1.72596 -0.14010 -0.29579 0.03 0.01 -0.07 -1.001
H -1.26292 -1.22235 1.57496 0.08 -0.02 -0.12 0.340
H -2.71258 -0.58681 -0.46780 0.13 0.06 0.05 0.349
H -1.23386 0.02498 -1.25785 -0.09 -0.02 0.12 0.256
H 3.06695 1.29143 -0.83378 -0.14 0.01 0.05 0.258
H 1.80899 -0.13408 -0.83042 0.05 0.16 0.05 0.348
H -1.88193 0.82158 0.20582 0.02 -0.15 -0.05 0.281
H 0.60861 -2.16115 0.83234 -0.03 0.04 -0.07 0.208
```
Positions in Å, forces in eV/Å.